ORCA calculation (ωB97M-V/def2-TZVPD) on 22 unconnected molecules or ions with the total composition H44O22 in a non-equilibrium geometry.

- LUMO level (eV) = -0.931
- energy above the lowest of the compared OMol25 structures with the same formula, charge and spin (eV) = 3.5148
- DFT total energy (a.u.) = -1681.657576

Each line ends with the Löwdin charge.
Positions of all 66 atoms, in Å:
O 17.266 1.653 5.376  -0.02
H 13.916 2.633 2.855  -0.02
H 10.752 3.640 -0.841  0.07
O 12.490 -3.012 4.540  -0.07
O 16.598 0.829 -1.454  -0.01
O 17.844 6.540 2.967  -0.05
H 18.658 6.534 2.463  0.03
H 14.133 5.915 0.401  -0.05
H 13.112 -2.321 4.313  -0.03
H 11.786 2.257 3.011  0.02
O 11.782 -1.405 0.550  -0.05
H 16.857 2.019 -0.321  -0.03
H 15.289 4.545 1.478  0.04
H 10.233 4.759 5.131  0.03
O 13.419 6.192 -0.173  -0.07
H 12.508 -3.607 3.790  0.02
H 16.345 1.619 5.636  0.04
O 12.356 2.896 3.439  -0.04
H 13.917 3.110 -2.298  0.00
H 16.852 -1.085 0.999  0.07
H 15.286 5.540 2.618  0.03
H 15.350 -1.130 4.578  0.06
O 10.947 0.752 2.367  -0.04
O 14.724 2.157 2.663  -0.04
H 16.775 2.084 1.190  -0.01
H 16.114 5.095 -1.053  0.04
H 13.049 3.222 5.039  -0.02
H 14.432 1.348 2.242  0.03
O 11.548 3.293 -0.438  -0.02
H 11.433 -0.616 0.965  -0.02
H 12.274 -1.844 1.244  0.01
H 15.922 3.597 -0.948  -0.02
O 10.596 5.599 4.848  -0.04
H 14.852 4.954 5.702  -0.01
H 17.639 2.357 5.906  0.06
H 19.250 1.158 3.057  -0.03
H 17.163 1.326 3.549  0.01
O 15.073 5.453 1.689  -0.02
H 16.839 0.332 2.454  0.00
O 16.732 2.631 0.405  -0.07
H 15.700 -1.994 1.372  0.08
H 15.196 -1.455 3.108  -0.01
O 9.281 2.571 1.435  -0.01
H 10.504 0.367 3.123  0.08
H 17.189 6.177 2.370  -0.01
H 12.573 2.736 -1.711  -0.04
O 15.633 4.364 -1.441  -0.05
H 19.937 2.507 3.083  0.03
H 14.698 6.370 5.189  0.04
O 17.487 0.987 2.714  -0.05
H 15.766 0.692 -1.906  0.07
O 13.153 2.554 -2.450  -0.07
H 17.028 -0.026 -1.477  0.06
H 8.601 2.253 0.842  0.08
O 14.742 -1.517 3.948  -0.03
H 11.262 2.496 0.009  0.03
O 20.093 1.574 3.233  -0.07
H 11.875 3.722 3.382  0.07
O 13.539 3.436 5.832  -0.05
H 12.812 5.452 -0.176  0.00
H 13.541 2.624 6.339  0.05
O 15.270 5.604 5.137  -0.05
H 8.818 3.143 2.047  0.08
O 16.194 -1.234 1.679  -0.03
H 10.287 1.317 1.964  -0.02
H 10.937 5.995 5.650  0.04